1.
The following is a quantum chemistry calculation of a 2-piece molecular cluster, C3H7NO overall in a non-equilibrium geometry, from the OMol25 dataset.

gap between HOMO and LUMO: 7.04 eV
total charge: 0
energy relative to the best compared isomer or geometry (same formula, charge and spin): 143.2 kcal per mole
total energy: -6756.540 eV

XYZ file:
```
12
Properties=species:S:1:pos:R:3:forces:R:3
C 1.01698 0.72887 1.72907 -0.0721 0.8707 -0.2895
H 1.24346 0.37366 0.73606 0.2812 -0.9584 0.2179
O 0.11029 -1.79844 -0.35200 -0.6753 0.1352 1.3077
H -0.04971 0.92291 1.69604 0.0021 0.4647 0.1123
H 1.62594 1.63584 1.75312 -0.4092 0.2118 0.5314
H -2.14611 -0.49929 -0.54122 -0.4833 -0.5468 -0.3638
C -1.42194 -0.17047 -1.29058 -1.0635 2.7406 1.1408
H 0.70087 -0.93262 -1.97031 -0.4591 0.7572 -0.4471
H -1.71992 -0.21396 -2.34722 0.3298 -0.7773 -0.2583
N -0.55812 0.75349 -0.87529 -0.2850 -0.8463 -0.2010
H 1.20524 0.11655 2.59776 0.4723 -0.4995 -0.1885
C -0.00698 -0.91654 -1.13543 2.3621 -1.5521 -1.5620
```
Positions in Å, forces in eV/Å.

2.
The following is a quantum chemistry calculation of C2H9InO4 as an isolated structure in a non-equilibrium geometry, from the OMol25 dataset.

gap between HOMO and LUMO: 1.51 eV
total charge: 0
energy relative to the best compared isomer or geometry (same formula, charge and spin): 178.0 kcal per mole
total energy: -15569.140 eV

XYZ file:
```
16
Properties=species:S:1:pos:R:3:forces:R:3
C -25.98861 -26.11047 -24.18017 -0.0008 -0.4262 0.2296
H -26.75830 -27.93069 -23.18962 0.1206 -0.1661 0.0582
H -26.09109 -26.66241 -21.13767 0.3736 -0.0942 0.2102
H -17.57052 -23.87795 -16.01483 0.1683 0.1683 -0.3612
H -25.66195 -25.15140 -23.77820 -0.0310 0.1065 -0.3277
O -25.58715 -26.72732 -21.95219 1.2138 -0.3678 1.3962
H -27.41068 -26.39440 -22.56591 -0.5982 -0.1542 -0.6133
H -26.66580 -25.97477 -25.02344 -0.4525 0.0619 0.3657
H -23.69913 -26.51682 -15.35709 0.0566 -0.3908 -0.1746
H -21.68670 -27.73664 -24.98403 0.3963 -0.1926 0.0503
O -17.28296 -23.62422 -16.91342 -0.3286 -0.3288 0.2526
H -25.13446 -26.60327 -24.64457 0.2392 -0.1258 0.3621
O -23.52717 -27.34883 -15.83950 0.1025 0.4413 0.0042
In -20.09512 -26.82329 -19.81657 -0.0617 0.0406 0.0036
C -26.52293 -26.89243 -22.95573 -0.8264 1.1670 -1.6513
O -20.81345 -28.12055 -24.77286 -0.3716 0.2608 0.1951
```
Positions in Å, forces in eV/Å.

3.
The following is a quantum chemistry calculation of C4H14GaN2Rb as an isolated structure in a non-equilibrium geometry, from the OMol25 dataset.

gap between HOMO and LUMO: 6.46 eV
total charge: 0
total energy: -60382.468 eV

XYZ file:
```
22
Properties=species:S:1:pos:R:3:forces:R:3
C -2.76580 0.17635 0.16579 0.0367 -0.0189 -0.1756
H -1.36548 0.89240 1.65931 -0.0220 -0.0943 -0.0080
H -1.01819 -0.71909 1.05705 0.0190 0.0644 -0.0338
Rb 0.54972 2.02397 -3.14642 3.7313 1.8663 -4.6038
H 1.35257 -0.89787 -1.74936 -0.1030 -0.0739 0.0524
H 2.45869 0.38178 -1.26413 0.0673 -0.1837 -0.0585
C 3.04784 -0.41883 0.98437 0.0414 0.2486 0.2843
C 1.58416 -0.21336 -0.92518 -0.1471 0.5372 -0.4028
H -3.45750 0.80704 0.74141 -0.0201 -0.0313 0.0119
N -3.20131 -1.22790 0.10040 0.0016 0.0364 0.1133
C -1.35259 0.27890 0.75372 -0.0521 -0.0045 0.0638
H -3.13089 -1.62719 1.02768 0.0355 -0.1010 0.0783
H -4.17816 -1.28624 -0.15619 -0.1039 0.0047 -0.0859
H 3.22030 -0.95193 1.92012 0.0008 -0.0420 -0.0065
H 2.18236 -1.92553 -0.02202 0.0102 -0.1381 0.1118
H 0.69885 2.39475 0.14176 0.0526 0.1302 -0.2811
H -2.80167 0.54689 -0.86519 0.0058 0.0557 0.0556
H -0.57500 1.50663 -1.87426 -3.4146 -1.4961 3.5245
H 2.80169 0.61518 1.23655 0.0589 0.0013 0.0259
N 1.93236 -0.99143 0.26965 0.0671 -0.3387 -0.2487
H 3.98912 -0.41079 0.41049 -0.0249 0.0511 -0.0362
Ga 0.02894 1.04627 -0.46553 -0.2406 -0.4734 1.6190
```
Positions in Å, forces in eV/Å.

4.
The following is a quantum chemistry calculation of one molecule with the formula C4H8N4O3, from the OMol25 dataset.

SMILES string: NC(=O)N[C@H]1NC(=O)N[C@@H]1O
gap between HOMO and LUMO: 10.30 eV
total charge: 0
energy relative to the best compared isomer or geometry (same formula, charge and spin): 0.0 kcal per mole
total energy: -16382.546 eV

XYZ file:
```
19
Properties=species:S:1:pos:R:3:forces:R:3
H -2.12909 -2.70578 0.23600 0.1126 0.0740 -0.0038
H 3.03643 0.99066 -1.53470 0.0143 -0.0496 0.0185
N 1.02529 0.17958 -0.30660 -0.0305 -0.0900 -0.1634
O -2.99991 1.77106 0.09625 -0.4291 0.3408 0.0587
N -0.96116 0.95252 0.78352 0.2409 -0.0651 0.2752
H -0.59524 -1.58383 -1.11389 -0.0545 0.0922 0.2930
O -1.50537 -2.10627 0.66222 -0.1403 -0.3238 0.3998
C -2.13717 0.93335 0.09447 -0.0104 0.0245 -0.0640
H 4.15980 0.81973 -0.24958 -0.0541 -0.0154 0.0160
H -3.00373 -0.58237 -1.00419 0.0131 0.1270 -0.0140
N 3.20244 0.88322 -0.54995 0.2632 0.1924 -0.1546
C 2.27689 0.29110 0.26238 -0.1831 0.0492 -0.4067
H 0.82705 0.70907 -1.14189 0.0240 0.0294 0.0539
N -2.12576 -0.22918 -0.65982 0.0870 -0.1997 -0.1423
C -0.11206 -0.17238 0.50345 0.0975 -0.2376 0.0909
H 0.27765 -0.64516 1.41182 -0.1228 0.0486 -0.2654
C -1.08186 -1.12493 -0.23815 0.1669 0.0949 -0.5066
O 2.53145 -0.09821 1.37704 0.1309 -0.1360 0.5386
H -0.68563 1.71783 1.37164 -0.1257 0.0442 -0.0238
```
Positions in Å, forces in eV/Å.

5.
The following is a quantum chemistry calculation of one molecule with the formula C2H3ClFNS in a non-equilibrium geometry, from the OMol25 dataset.

SMILES string: NC(=S)[C@@H](F)Cl
gap between HOMO and LUMO: 8.94 eV
total charge: 0
energy relative to the best compared isomer or geometry (same formula, charge and spin): 17.7 kcal per mole
total energy: -29687.032 eV

XYZ file:
```
9
Properties=species:S:1:pos:R:3:forces:R:3
C -0.25264 -0.62251 0.15415 2.3818 -0.0599 1.9847
H 1.64708 0.35556 0.32130 -1.4182 -3.1335 -0.0546
Cl -1.23481 0.37788 -1.92000 0.3312 1.7359 0.4912
F 0.42224 1.66110 -0.10506 -0.4848 0.3012 -1.1106
S -1.33063 -1.86585 0.42800 1.1628 1.1287 -0.2340
C -0.66404 0.82448 -0.22836 -0.1340 -1.6721 -0.0582
H 1.68252 -1.41953 0.62418 -0.3626 -0.3307 0.0168
N 1.14625 -0.62689 0.32429 -1.1747 2.6902 -0.4103
H -1.41597 1.31577 0.40149 -0.3017 -0.6599 -0.6251
```
Positions in Å, forces in eV/Å.

6.
The following is a quantum chemistry calculation of an isolated ion of composition C3H10PS3 and charge +1 in a non-equilibrium geometry, from the OMol25 dataset.

gap between HOMO and LUMO: 8.90 eV
total charge: +1
energy relative to the best compared isomer or geometry (same formula, charge and spin): 5.9 kcal per mole
total energy: -45060.281 eV

XYZ file:
```
17
Properties=species:S:1:pos:R:3:forces:R:3
S -3.03102 -0.95017 0.68494 0.4912 0.2756 0.1586
H 1.60513 -1.17101 1.53915 1.2393 -0.8658 1.2618
H -0.25829 -0.19626 -1.69889 -0.7302 -0.7679 -0.6544
H 1.36409 1.04382 0.70260 0.2870 -0.3462 -0.2658
H -3.22387 3.18923 -0.55007 -0.4644 -1.7767 0.0897
C 2.25576 -0.17763 -0.93266 -0.6318 -1.4721 -0.6388
H 3.12140 -0.81081 -0.47040 -1.4738 1.7020 -0.4961
H 1.87062 -0.91994 -1.78652 0.6044 1.8143 1.6840
S -3.69001 1.83940 -0.64833 0.8956 1.2163 0.2451
C 0.73117 -0.95008 1.02021 -3.6682 -0.7838 -1.2730
C 1.11396 0.16379 0.08805 0.4144 -0.0228 -0.4777
H -1.92769 -1.24259 1.42486 -0.5554 -0.2837 -0.0792
H 0.22442 -1.92112 0.52252 1.4954 2.1909 0.8891
H -0.05979 -0.50298 1.68629 0.9629 -0.7426 -0.0597
H 2.52456 0.81699 -1.34502 0.5523 -1.0461 -0.1342
P -2.26557 0.97673 0.62624 -0.2671 0.2311 -0.4555
S -0.35486 0.81262 -0.86296 0.8483 0.6775 0.2060
```
Positions in Å, forces in eV/Å.

Number 4 is which compound?
C4H8N4O3

Please write out number 4 again, unchanged.
The following is a quantum chemistry calculation of one molecule with the formula C4H8N4O3, from the OMol25 dataset.

SMILES string: NC(=O)N[C@H]1NC(=O)N[C@@H]1O
gap between HOMO and LUMO: 10.30 eV
total charge: 0
energy relative to the best compared isomer or geometry (same formula, charge and spin): 0.0 kcal per mole
total energy: -16382.546 eV

XYZ file:
```
19
Properties=species:S:1:pos:R:3:forces:R:3
H -2.12909 -2.70578 0.23600 0.1126 0.0740 -0.0038
H 3.03643 0.99066 -1.53470 0.0143 -0.0496 0.0185
N 1.02529 0.17958 -0.30660 -0.0305 -0.0900 -0.1634
O -2.99991 1.77106 0.09625 -0.4291 0.3408 0.0587
N -0.96116 0.95252 0.78352 0.2409 -0.0651 0.2752
H -0.59524 -1.58383 -1.11389 -0.0545 0.0922 0.2930
O -1.50537 -2.10627 0.66222 -0.1403 -0.3238 0.3998
C -2.13717 0.93335 0.09447 -0.0104 0.0245 -0.0640
H 4.15980 0.81973 -0.24958 -0.0541 -0.0154 0.0160
H -3.00373 -0.58237 -1.00419 0.0131 0.1270 -0.0140
N 3.20244 0.88322 -0.54995 0.2632 0.1924 -0.1546
C 2.27689 0.29110 0.26238 -0.1831 0.0492 -0.4067
H 0.82705 0.70907 -1.14189 0.0240 0.0294 0.0539
N -2.12576 -0.22918 -0.65982 0.0870 -0.1997 -0.1423
C -0.11206 -0.17238 0.50345 0.0975 -0.2376 0.0909
H 0.27765 -0.64516 1.41182 -0.1228 0.0486 -0.2654
C -1.08186 -1.12493 -0.23815 0.1669 0.0949 -0.5066
O 2.53145 -0.09821 1.37704 0.1309 -0.1360 0.5386
H -0.68563 1.71783 1.37164 -0.1257 0.0442 -0.0238
```
Positions in Å, forces in eV/Å.

Which value of total charge does entry 6 give?
+1

Which value of gap between HOMO and LUMO does entry 4 give?
10.30 eV